The following is a quantum chemistry calculation of a molecular structure, C24H23Cl2F5N5O3STeZn, from the OMol25 dataset.

Properties
Gap between HOMO and LUMO: 7.280 eV
Highest occupied orbital energy: -5.0 eV
Charge: -1
E_tot: -5293.35604 Eh
F_max: 0.7 eV Å⁻¹
Relative energy (zero: lowest compared OMol25 entry of this formula, charge and spin): 11.0 kcal per mole

Atoms and positions in Å:
C -3.916 -0.671 4.025
C 3.967 2.357 2.137
H 4.825 2.305 0.155
F -0.295 -5.162 1.120
C 2.836 2.071 2.882
O -1.793 3.373 -1.569
S -2.547 -0.073 0.309
H 5.300 -1.858 -3.506
O -0.173 1.973 -0.927
C 4.599 -0.775 -5.230
C 0.464 1.258 2.977
H -4.907 -1.119 4.113
C -1.036 -2.703 -3.161
H 2.800 1.228 -0.816
H -3.186 -2.643 -3.215
Cl 3.329 -1.576 -1.551
N -1.653 0.450 2.872
N 1.266 0.179 -2.810
C -2.320 -0.687 -3.080
C -3.862 0.554 4.928
H -4.214 0.288 5.927
C 2.362 -0.156 -3.638
C 0.123 -1.953 -3.062
H -3.278 -0.181 -3.094
H 0.717 2.623 4.610
C 2.846 1.483 0.237
H 3.602 0.358 -6.770
N -0.488 0.752 2.279
Zn -0.129 0.375 0.229
N -3.744 -0.391 2.609
F 0.993 -3.945 -0.638
F -1.085 -3.117 2.330
H 2.807 2.283 3.941
H 0.893 0.920 5.057
C -2.590 0.025 2.026
C 3.973 2.078 0.781
C 2.469 0.275 -4.964
H -0.549 1.991 -3.721
H 1.085 -2.450 -3.044
N 1.771 1.187 0.951
F -1.568 -3.486 -0.242
C -1.108 2.373 -1.719
C 4.518 -1.244 -3.931
H -0.710 1.575 4.706
H -0.970 -3.782 -3.208
F 1.470 -3.554 1.895
C -1.168 0.089 -2.979
H 5.463 -1.007 -5.838
C -2.271 -2.069 -3.160
C -1.282 1.584 -3.015
C 3.412 -0.935 -3.152
H 1.088 1.175 -2.785
H -2.259 1.871 -3.400
C 0.337 1.617 4.424
H -4.499 1.347 4.532
C 3.568 -0.012 -5.755
C 0.063 -0.566 -2.956
H -4.347 -0.877 1.968
C 1.728 1.506 2.252
O 0.241 -1.595 0.547
H -3.186 -1.418 4.352
H 4.832 2.802 2.613
H -2.848 0.938 4.996
Te -0.033 -3.332 0.800
Cl 1.191 1.220 -5.660

***

The following is a quantum chemistry calculation of a molecular structure, C24H23ClHoOP, from the OMol25 dataset.

Properties
Gap between HOMO and LUMO (spin up / spin down): 8.081 / 8.146 eV
Highest occupied orbital energy (spin up / spin down): -8.0 / -8.0 eV
Charge: 0
E_tot: -2753.29161 Eh
2S+1: 5
F_max: 2.3 eV Å⁻¹
Relative energy (zero: lowest compared OMol25 entry of this formula, charge and spin): 0.0 kcal per mole

Atoms and positions in Å:
H 2.547 1.952 -2.123
C 0.451 1.605 2.096
C 2.763 -0.844 -4.832
H 0.607 -0.987 -4.646
C 1.522 -0.494 -4.307
O -0.593 -1.980 2.127
H -0.702 -3.717 3.144
H 2.816 -1.613 -5.605
C -1.536 4.581 -1.590
H 0.306 -2.440 3.922
H -3.395 -2.569 -3.895
C -2.989 -1.572 -4.096
C -1.956 0.987 -4.620
C -1.324 3.207 -1.630
H 2.714 -0.901 1.939
H -1.478 -2.307 3.945
Ho -0.352 -0.394 0.905
H -0.275 2.263 2.571
Cl -2.628 0.439 0.395
C -1.461 0.221 -3.559
C -2.944 0.458 -5.444
C 1.010 1.761 0.786
C -0.349 2.675 -2.503
H -0.944 6.501 -2.382
H 2.622 0.619 -0.290
H -1.641 -1.609 -2.396
C -2.001 -1.054 -3.266
H -1.904 2.531 -0.997
H -2.297 4.992 -0.922
H 1.170 3.103 -3.984
C 3.922 -0.213 -4.368
P -0.135 0.887 -2.544
H 4.755 1.275 -3.020
C -0.775 5.424 -2.411
C 0.418 3.523 -3.315
H -3.310 1.048 -6.283
C 1.440 0.531 -3.347
C -0.610 -2.650 3.363
C 3.852 0.784 -3.388
C -3.454 -0.823 -5.183
C 0.200 4.899 -3.267
H -4.226 -1.232 -5.834
H 0.940 0.134 3.727
C 2.612 1.163 -2.875
C 2.026 -0.074 1.758
H 0.795 5.552 -3.908
H 4.894 -0.504 -4.772
C 1.967 0.722 0.575
C 1.091 0.473 2.699
H -1.554 1.990 -4.795
H 0.814 2.595 0.110

***

The following is a quantum chemistry calculation of a molecular structure, C24H23ClN5O3PtS3Sb, from the OMol25 dataset.

Properties
Gap between HOMO and LUMO (spin up / spin down): 5.161 / 5.271 eV
Highest occupied orbital energy (spin up / spin down): -10.8 / -10.8 eV
Charge: +1
E_tot: -3441.86533 Eh
2S+1: 2
F_max: 4.2 eV Å⁻¹
Relative energy (zero: lowest compared OMol25 entry of this formula, charge and spin): 0.0 kcal per mole

Atoms and positions in Å:
N -1.689 2.598 -4.521
O 0.146 -1.545 -1.381
C -1.999 -1.330 3.565
C -1.383 -2.578 -2.869
H -2.830 6.909 -2.442
H -0.487 6.491 1.206
H 0.936 5.116 -0.262
H -4.172 4.073 0.451
C -3.152 3.260 -1.237
H -0.034 2.570 -6.713
C -2.929 5.890 -2.104
H -2.167 -3.292 -2.612
N -0.720 -1.314 1.534
C -3.682 4.293 -0.484
N -1.879 2.522 -3.166
C -0.198 1.160 -3.731
C -3.584 5.604 -0.918
H -1.064 1.146 -6.871
C -1.366 -0.617 2.522
H -0.476 -3.076 -3.210
O -0.845 1.482 -1.397
S 3.501 -2.215 0.123
Cl -1.975 -1.521 -4.158
N -1.343 0.705 2.475
C -2.368 4.873 -2.851
C -1.070 -1.683 -1.678
C -0.522 5.414 1.273
C -1.405 3.426 2.293
H -2.242 3.585 -6.264
C -2.708 3.086 -5.415
H -1.198 -4.447 2.540
O -1.985 -1.130 -1.058
C -1.947 -2.698 3.573
C -0.270 1.598 -6.278
S 2.006 -0.192 2.131
H -3.312 2.256 -5.791
Sb 3.816 0.114 0.551
C -1.264 -3.373 2.553
C -0.665 -2.640 1.554
C -1.345 4.798 2.206
H -1.937 5.397 2.881
H -2.417 -3.262 4.363
C -0.943 1.651 -2.632
Pt -0.063 -0.025 0.098
H -2.042 2.928 3.007
N -0.676 1.269 1.516
C -0.691 1.751 -4.868
H -3.362 3.789 -4.905
H -0.121 -3.118 0.750
H -1.809 5.106 -3.745
H 0.625 0.484 -3.648
C -0.619 2.629 1.438
H 0.878 2.660 -0.107
C 0.238 3.262 0.525
S 2.113 0.755 -1.087
H 0.609 0.964 -6.333
H -4.012 6.404 -0.335
H -3.239 2.238 -0.906
H -2.499 -0.767 4.332
C -2.495 3.554 -2.426
C 0.273 4.636 0.442

***

The following is a quantum chemistry calculation of a molecular structure, C24H23CrN4S5, from the OMol25 dataset.

Properties
Gap between HOMO and LUMO (spin up / spin down): 6.398 / 7.231 eV
Highest occupied orbital energy (spin up / spin down): -7.7 / -7.8 eV
Charge: 0
E_tot: -4182.77859 Eh
2S+1: 2
F_max: 1.2 eV Å⁻¹

Atoms and positions in Å:
H 1.804 -0.304 3.316
N -0.430 -0.088 4.670
H -1.293 3.403 -2.589
H 0.200 0.234 -3.612
S -1.190 -1.956 -2.322
H 1.210 1.906 -1.272
N -1.215 1.271 -2.495
H 2.117 0.720 -2.205
C -1.659 -0.116 2.830
C 1.125 0.010 6.609
H 4.519 -0.145 6.621
C -4.213 1.063 -5.476
C 1.980 -0.220 4.374
H -0.743 2.757 -1.025
C 2.429 -0.010 7.091
H 0.416 -4.261 -2.747
C -2.970 1.589 -5.801
H 3.195 -0.959 -0.365
N -0.463 -0.095 3.289
H 2.768 -4.801 -2.176
C 3.272 -0.238 4.870
S -2.073 -0.105 6.896
S -2.881 -0.122 4.072
H 0.493 1.982 -3.570
H 0.307 0.107 7.302
H 2.588 0.073 8.159
C 3.508 -0.132 6.234
C -3.450 0.608 -3.228
S -3.746 0.022 -1.597
C 0.481 -2.307 -1.890
C -1.643 -0.099 5.303
S -2.179 -0.105 1.179
C 0.175 1.119 -2.980
C -2.208 1.142 -3.567
C 2.578 -1.680 -0.888
H -1.009 2.059 -5.103
C -1.430 2.605 -1.857
C -4.451 0.580 -4.199
C 1.062 0.312 0.530
H -2.448 2.648 -1.478
H -5.000 1.035 -6.219
H -2.777 1.971 -6.795
N 0.674 -0.084 -0.854
C -1.970 1.632 -4.842
C 0.890 -0.098 5.243
C 1.128 0.962 -1.812
H 2.123 0.571 0.599
H 4.105 -0.338 4.185
C 1.260 -1.380 -1.206
C 2.350 -3.840 -1.904
Cr -1.535 -0.141 -1.004
H -5.415 0.165 -3.929
H 0.475 1.171 0.842
C 1.040 -3.540 -2.232
H 4.147 -3.135 -0.956
H 0.849 -0.508 1.209
C 3.125 -2.907 -1.228

***

The following is a quantum chemistry calculation of a molecular structure, C24H23EuN6O4P, from the OMol25 dataset.

Properties
Gap between HOMO and LUMO (spin up / spin down): 6.189 / 8.513 eV
Highest occupied orbital energy (spin up / spin down): -5.9 / -8.2 eV
Charge: 0
E_tot: -2609.52458 Eh
2S+1: 8
F_max: 2.7 eV Å⁻¹
Relative energy (zero: lowest compared OMol25 entry of this formula, charge and spin): 13.5 kcal per mole

Atoms and positions in Å:
P 1.127 -1.196 -1.325
H 0.807 -4.063 -1.529
O -3.762 -0.856 2.266
H 2.898 -0.187 -2.484
C -2.868 2.976 2.942
O -0.024 1.068 2.324
H 0.398 -4.705 -5.737
H -3.166 5.682 4.927
H -1.427 4.268 3.861
C 0.975 -1.819 -4.062
H -2.660 -2.690 -0.780
C 1.012 2.950 -0.194
H 2.929 -2.449 3.067
N -0.891 1.767 2.992
C 0.791 -3.671 -2.540
C 3.076 2.238 -1.811
C 1.986 3.882 -0.456
H -6.218 3.222 3.215
N -2.524 -1.690 -0.909
H -4.288 -1.017 -0.007
H 4.879 -3.681 2.162
C 0.563 -4.035 -4.904
H 0.754 -2.290 -6.136
H -5.552 5.157 4.594
C 3.404 -2.787 -0.748
C 4.158 -3.235 1.489
H 1.312 -1.421 1.571
C 1.003 -2.311 -2.760
C 2.048 1.349 -1.491
C -5.171 3.456 3.347
H 1.925 4.870 -0.026
C -3.455 4.836 4.317
H -2.837 -1.427 -1.834
N -3.278 -0.939 0.047
C -4.208 2.663 2.747
N 1.020 1.695 -0.696
C 2.305 -2.091 -0.245
C 0.572 -4.528 -3.606
N -1.880 2.156 2.313
C 2.147 -1.972 1.133
H 0.415 -5.583 -3.425
N 2.050 0.064 -1.997
O -1.724 -1.590 1.622
H 5.180 -3.887 -0.282
C -2.920 -1.174 1.450
C 0.765 -2.681 -5.127
C 3.043 3.517 -1.290
C 3.067 -2.546 1.998
O -2.041 1.898 1.030
H 3.531 -2.893 -1.819
H 0.164 3.189 0.435
C -2.478 4.055 3.723
H -4.466 1.796 2.155
H 3.886 1.919 -2.454
H 3.831 4.220 -1.525
H 1.109 -0.760 -4.241
C -4.795 4.540 4.128
Eu -0.827 0.093 0.469
C 4.328 -3.351 0.116

***

The following is a quantum chemistry calculation of a molecular structure, C24H23FeN5O2, from the OMol25 dataset.

Properties
Gap between HOMO and LUMO (spin up / spin down): 7.582 / 7.583 eV
Highest occupied orbital energy (spin up / spin down): -11.1 / -11.1 eV
Charge: +1
E_tot: -2616.16708 Eh
2S+1: 2
F_max: 3.1 eV Å⁻¹
Relative energy (zero: lowest compared OMol25 entry of this formula, charge and spin): 0.0 kcal per mole

Atoms and positions in Å:
H -0.992 -2.607 -6.384
C -0.547 -2.082 -4.357
C -2.435 1.382 2.646
C -0.631 -4.814 -3.839
C 1.718 -0.929 0.835
C -1.883 1.356 1.357
N -1.338 0.235 0.800
C -1.838 2.538 0.581
Fe 0.101 0.753 -0.772
H -2.049 -1.938 3.244
H -3.057 4.713 2.848
H 3.121 -0.239 3.128
C -0.011 -1.605 -1.992
H -3.300 2.651 4.168
C -2.005 -0.978 2.749
C 2.401 -2.160 1.316
H -0.675 -5.876 -3.638
H 2.067 -2.416 2.323
H -2.001 1.752 -1.259
C -0.337 -3.929 -2.815
N -1.349 2.347 -0.747
N 1.153 1.351 0.926
N 0.817 -1.952 -1.024
C -0.868 -4.337 -5.121
H 3.310 1.450 -0.959
H -0.517 -1.017 -4.543
H -0.978 -1.768 1.014
H -0.147 -4.286 -1.812
C -2.501 0.151 3.338
H 3.481 -2.000 1.353
H 3.121 1.625 -2.719
C -0.817 -2.974 -5.382
C -2.869 2.623 3.176
C -2.229 3.727 1.119
C 1.259 2.591 1.395
C 1.829 0.361 1.529
H -2.178 4.637 0.534
C -1.408 -0.888 1.477
C 2.590 0.580 2.665
O -0.573 -0.444 -2.047
H 2.191 -2.987 0.645
H -1.087 -5.031 -5.922
H -2.945 0.116 4.325
C 2.669 1.868 3.173
O 1.382 1.486 -1.701
H 2.066 3.915 2.870
C 2.007 2.895 2.520
N 0.995 -0.854 -0.222
H -1.252 3.203 -1.282
C 2.729 1.126 -1.832
C -0.298 -2.561 -3.075
C -2.739 3.764 2.438
H 2.862 0.045 -1.959
H 0.727 3.360 0.851
H 3.257 2.068 4.058

***

The following is a quantum chemistry calculation of a single C24H23N3O6S molecule, from the OMol25 dataset.

Properties
SMILES string: COCCOC(=O)c1c(C)nc(SCC(=O)Nc2ccc(OC)cc2)c(C#N)c1-c1ccco1
Gap between HOMO and LUMO: 7.744 eV
Highest occupied orbital energy: -8.0 eV
Charge: 0
E_tot: -1942.24136 Eh
F_max: 1.2 eV Å⁻¹
Relative energy (zero: lowest compared OMol25 entry of this formula, charge and spin): 70.0 kcal per mole

Atoms and positions in Å:
C -5.783 -1.715 0.587
H 0.222 -4.447 0.495
H -2.722 -4.661 1.072
C -2.217 1.222 1.835
C 0.141 -3.971 -0.483
O 0.605 -2.640 -0.292
H -5.309 -2.044 -0.343
H -1.463 1.493 2.561
H -1.207 1.136 -2.679
N 4.294 1.977 1.787
H 5.377 -2.082 2.459
H -1.468 -0.431 -1.888
H -0.756 3.132 1.173
C 2.446 1.119 0.246
C -0.739 0.196 -2.402
C 4.663 -2.932 0.527
N 0.573 1.723 -1.113
O -4.826 -1.261 1.515
C -3.067 0.171 2.095
H -4.878 0.252 -0.766
C 1.256 -0.544 -1.028
H 5.215 -3.837 0.377
C -2.425 -3.605 1.051
N -1.404 2.973 0.411
H -1.652 -5.028 -1.024
H -6.274 -2.563 1.063
H 0.779 -4.490 -1.206
H -0.403 -0.334 -3.291
C -3.290 1.572 -0.280
O 3.934 -1.036 1.428
H -3.376 2.117 -1.205
O 0.948 -2.413 -2.502
C 3.472 1.560 1.105
H -1.545 -3.465 1.686
C 0.411 0.468 -1.497
O -1.724 3.456 -1.801
H -3.236 -2.989 1.432
C -1.306 -3.982 -1.004
O -2.189 -3.175 -0.272
C 0.942 -1.956 -1.389
H -2.996 -0.384 3.017
C -4.038 -0.202 1.164
S 1.542 3.715 0.279
H 0.547 4.526 -1.755
C -1.072 3.522 -0.785
C 4.768 -2.068 1.578
C 3.261 -1.221 0.272
C 1.520 2.048 -0.258
H -6.528 -0.944 0.369
C 2.311 -0.221 -0.165
H -1.323 -3.579 -2.019
C -4.140 0.510 -0.024
C 3.682 -2.387 -0.326
C -2.316 1.932 0.640
H -0.041 5.360 -0.298
H 3.361 -2.780 -1.268
C 0.188 4.387 -0.736

***

The following is a quantum chemistry calculation of a single C24H23N5O3S molecule, from the OMol25 dataset.

Properties
SMILES string: Cn1c(=O)c2c(nc(SCC(=O)N3CCc4ccccc43)n2Cc2ccccc2)n(C)c1=O
Gap between HOMO and LUMO: 8.392 eV
Highest occupied orbital energy: -8.0 eV
Charge: 0
E_tot: -1826.15448 Eh
F_max: 1.5 eV Å⁻¹
Relative energy (zero: lowest compared OMol25 entry of this formula, charge and spin): 0.0 kcal per mole

Atoms and positions in Å:
H -1.419 -0.911 4.157
C 0.018 -1.932 -0.338
C -3.755 -0.570 -0.267
C 5.757 -1.044 0.563
C -1.058 1.684 -2.633
H -3.434 1.022 1.148
C -1.986 -0.644 3.264
H -0.132 1.157 -2.871
C -1.636 -2.310 1.502
C -3.452 -1.081 -1.517
N -1.296 -1.105 2.078
C 2.072 0.401 -1.070
H 3.037 -2.120 -1.132
C -1.329 -3.923 -0.284
C -2.585 -0.403 -2.365
H -1.691 -3.730 -1.293
H -2.962 -1.124 3.302
H -0.155 4.714 0.364
N -0.028 0.938 1.835
H -1.264 3.760 -1.977
H 2.177 1.429 -1.427
H 5.152 -2.960 -0.175
O -2.200 2.815 1.725
N 1.072 0.383 -0.029
N -0.955 -2.664 0.342
H -4.436 -1.104 0.378
C -0.182 3.861 1.042
O -2.487 -3.023 1.986
H -2.349 -0.795 -3.342
C 5.428 0.297 0.677
C 4.244 0.768 0.137
H -0.455 -4.571 -0.344
N -1.541 2.417 -0.404
S 1.404 2.965 0.778
H -3.898 -2.010 -1.838
C 0.829 1.326 0.910
H -0.202 4.206 2.075
C -0.380 -0.311 1.474
C -3.195 0.620 0.179
H -2.105 -4.385 0.319
C 3.387 -0.101 -0.524
C -1.409 2.985 0.823
C -2.314 1.275 -0.661
H 1.721 -0.257 -1.869
C 0.296 -0.698 0.326
H 6.681 -1.410 0.984
H -1.474 2.060 -3.569
C -0.833 2.818 -1.618
H 6.093 0.977 1.188
C 4.899 -1.914 -0.089
C 3.714 -1.446 -0.629
C -2.025 0.778 -1.932
H 3.981 1.813 0.230
H -2.080 0.438 3.206
O 0.512 -2.341 -1.373
H 0.228 2.982 -1.424

***

Q: Which of these has the lowest charge?
A: C24H23Cl2F5N5O3STeZn

***

Q: Among the records above, which one has the lowest F_max?
A: C24H23Cl2F5N5O3STeZn